Below is a 8-piece molecular cluster, C45H65Cl15IN3O4S2 overall in a non-equilibrium geometry, with properties calculated with ωB97M-V/def2-TZVPD.

Output
LUMO level   0.081 eV
HOMO energy   -7.99 eV
Max |F|   0.0386 Eh/bohr
Energy relative to the best compared isomer or geometry (same formula, charge and spin)   0.0 kcal per mole
Frontier orbital gap   8.1 eV
Multiplicity   1

Last column: Löwdin charge in e.
Positions of all 135 atoms, in Å:
C: 2.98621 -5.82309 4.48110  -0.0034
C: 2.18326 -4.84147 4.09483  -0.1490
C: 1.74589 -4.76667 2.64866  -0.1460
C: 1.58401 -3.35290 2.11565  -0.0999
C: 2.70179 -2.73754 1.56967  -0.0976
C: 4.05362 -3.41165 1.53059  -0.1151
C: 4.48703 -3.80748 0.10136  -0.1818
C: 6.00005 -3.77450 -0.00737  -0.1784
O: 6.60613 -4.73027 0.87501  -0.0150
C: 7.28817 -4.17396 1.91910  -0.5251
C: 6.85496 -4.60935 3.29917  0.0172
O: 8.20298 -3.41233 1.75606  0.1206
C: 2.60164 -1.47340 1.04029  -0.2862
C: 1.37670 -0.83303 1.10474  -0.3334
C: 0.25811 -1.41326 1.65993  -0.1491
C: -1.01983 -0.58775 1.65586  -0.2326
O: -1.38830 -0.43789 0.29347  -0.1800
C: -2.73042 0.02048 0.10010  -0.1990
C: -3.19867 1.09425 1.06949  -0.2635
C: -2.34572 2.37532 1.02137  -0.1098
C: 0.35217 -2.70327 2.17999  -0.1876
C: -0.85243 -3.41500 2.76402  -0.6368
I: -1.54691 -2.45015 4.56968  0.8826
C: -1.97078 -3.51281 1.67978  -0.2792
C: -2.48819 -4.94414 1.49453  -0.1384
S: 1.31246 0.80429 0.38578  1.0920
C: 2.33845 0.50063 -1.02247  -0.3568
C: 3.45340 -0.30017 -0.81098  -0.3323
C: 4.25897 -0.54830 -1.89252  -0.0024
C: 3.94614 -0.05370 -3.12891  -0.0264
C: 2.81786 0.71093 -3.36141  -0.2131
N: 2.42337 1.20718 -4.64549  -0.0658
C: 3.57257 1.51052 -5.52849  -0.0368
C: 1.56169 0.19869 -5.25609  -0.4353
C: 1.95159 -1.27593 -5.23098  0.0147
O: 0.51903 0.51034 -5.76556  0.1221
C: 2.02016 1.00331 -2.26470  -0.1884
N: 0.82242 1.80071 -2.40271  0.1217
C: 0.91811 2.93442 -2.84632  -0.7123
S: 0.83161 4.16863 -3.80709  0.7577
N: 3.75202 -0.85545 0.46105  -0.3957
Cl: 4.40348 0.35439 1.55053  0.6909
H: 3.57415 -6.39402 3.76790  0.0586
H: 3.08203 -6.12554 5.51716  0.0541
H: 1.85629 -4.11608 4.83326  0.1052
H: 2.50078 -5.29009 2.06098  0.1061
H: 0.84410 -5.36392 2.52631  0.1110
H: 4.13487 -4.24144 2.22477  0.0903
H: 4.76866 -2.66088 1.89186  0.1138
H: 4.16157 -4.83468 -0.06027  0.0819
H: 4.02003 -3.12996 -0.60764  0.0728
H: 6.29175 -4.05005 -1.02497  0.1242
H: 6.38016 -2.76470 0.16034  0.1249
H: 7.71595 -4.68442 3.95582  0.0862
H: 6.40537 -5.60178 3.21073  0.0821
H: 6.09668 -3.94461 3.70886  0.0850
H: -0.77850 0.37479 2.12419  0.1200
H: -1.83622 -1.07867 2.17455  0.0360
H: -2.74118 0.47360 -0.89353  0.1284
H: -3.37610 -0.86720 0.10641  0.1188
H: -4.20294 1.38220 0.73601  0.0379
H: -3.34301 0.73241 2.08879  0.1057
H: -2.78251 3.11663 0.35207  0.0571
H: -2.37977 2.84012 2.01060  0.0752
H: -1.30586 2.19202 0.75356  0.0422
H: -0.59273 -4.41995 3.05969  0.0409
H: -2.79774 -2.84211 1.90429  0.0790
H: -1.53612 -3.20455 0.72868  0.1178
H: -3.47095 -4.86924 1.00920  0.0082
H: -1.88244 -5.52253 0.79840  0.0600
H: -2.66439 -5.47906 2.42856  0.0744
H: 5.15183 -1.15677 -1.81512  0.1220
H: 4.56154 -0.26695 -3.99207  0.1142
H: 3.21806 2.20521 -6.28677  0.0929
H: 4.34317 1.96562 -4.91222  0.0968
H: 3.95955 0.60605 -6.01011  0.0827
H: 1.38168 -1.83189 -5.96609  0.0872
H: 1.76295 -1.71904 -4.25131  0.0894
H: 3.02744 -1.36345 -5.39748  0.0707
Cl: 3.79129 -5.44976 -5.24931  0.5342
C: 3.89689 -6.50266 -3.81455  -0.6618
C: 2.64031 -6.45817 -2.98357  -0.6465
Cl: 2.42364 -4.88022 -2.18502  0.5961
H: 4.76632 -6.19722 -3.23732  0.0645
H: 4.06243 -7.51624 -4.17613  0.0730
H: 2.69353 -7.20864 -2.19603  0.0745
H: 1.75664 -6.65545 -3.58532  0.0681
Cl: -0.52003 5.87970 0.36996  0.5501
C: -0.32137 6.78559 -1.15268  -0.6861
C: 0.57852 7.98148 -0.99004  -0.6881
Cl: -0.17003 9.25183 0.02152  0.5287
H: -1.30888 7.07562 -1.50041  0.0232
H: 0.10966 6.09728 -1.87659  -0.0141
H: 0.77888 8.42900 -1.96284  0.0770
H: 1.52200 7.71364 -0.53855  -0.0049
Cl: -2.67895 -8.54678 0.38932  0.5504
C: -4.32400 -9.06120 0.84378  -0.6580
C: -5.38349 -8.15520 0.27131  -0.6482
Cl: -5.36399 -6.53671 1.01857  0.5962
H: -4.37625 -9.09795 1.92899  0.0690
H: -4.45773 -10.07056 0.45795  0.0716
H: -6.36885 -8.57883 0.45946  0.0717
H: -5.26434 -8.03012 -0.80198  0.0690
Cl: 2.92090 5.85519 -1.37829  0.6116
C: 4.38262 6.11578 -0.39260  -0.6368
C: 4.80285 4.86865 0.32312  -0.6629
Cl: 3.62594 4.45081 1.58972  0.5512
H: 4.17827 6.91912 0.31192  0.0722
H: 5.16605 6.44810 -1.07235  0.0743
H: 5.76384 5.02758 0.81049  0.0745
H: 4.89836 4.02335 -0.35585  0.0686
Cl: -5.69704 3.27110 1.32817  0.6137
C: -7.19452 3.00885 0.40196  -0.6352
C: -8.28816 2.40965 1.24824  -0.6660
Cl: -7.92717 0.72917 1.71816  0.5424
H: -6.95665 2.37443 -0.44877  0.0742
H: -7.50943 3.98176 0.02630  0.0568
H: -9.21950 2.38853 0.68398  0.0712
H: -8.44894 2.98580 2.15620  0.0671
Cl: -3.64010 8.47584 -0.90330  0.5366
C: -4.20023 9.15129 0.64328  -0.6663
C: -3.78269 8.30049 1.81706  -0.6458
Cl: -4.62644 6.72978 1.86068  0.5172
H: -5.27849 9.26151 0.58800  -0.0142
H: -3.75734 10.14249 0.73509  0.0751
H: -4.02643 8.81535 2.74550  0.0735
H: -2.71270 8.10244 1.80250  0.0467
Cl: -6.74367 7.41479 -1.00933  0.5599
C: -8.19585 7.16351 -0.00795  -0.6605
C: -8.81516 8.45635 0.46098  -0.6465
Cl: -7.80307 9.30917 1.65539  0.5687
H: -7.91539 6.52878 0.83087  0.0574
H: -8.91362 6.62394 -0.62526  0.0701
H: -9.76648 8.25004 0.94904  0.0715
H: -8.99494 9.13420 -0.36962  0.0695